DFT (ωB97M-V/def2-TZVPD) results for 7 unconnected molecules or ions with the total composition C11H34N2O13S2 at a distorted geometry.

Calculated values
max |F| = 3.93 eV Å⁻¹
orbital gap = 9.954 eV
highest occupied orbital energy = -10.2 eV
molecular weight = 466.5 g mol⁻¹
spin multiplicity = 1
SMILES = CCOS(C)(=O)=O.CCOS(C)(=O)=O.C[N+](=O)[O-].C[N+](=O)[O-].CO.CO.CO

Last column: Löwdin charge in e.
Element x y z (Å)
S1 36.907982 -20.143971 -9.018630  0.6638
S2 47.538313 -11.560370 -3.402102  0.6725
O1 41.512123 -7.731440 -1.850102  -0.1056
O2 40.097324 -14.120756 0.969460  0.0405
O3 48.007622 -10.327459 -4.048307  -0.3221
O4 37.519542 -19.642339 -7.817562  -0.2907
O5 36.620981 -21.541690 -9.339774  -0.2917
O6 41.745525 -16.168245 -11.060176  -0.1325
O7 40.000583 -13.548943 -5.288301  0.0506
O8 46.694051 -12.442020 -4.483993  -0.2713
O9 43.958207 -20.723612 -2.892073  -0.1149
O10 35.629959 -19.211882 -9.412789  -0.2783
O11 41.081809 -15.425575 -4.962114  0.0337
O12 48.519407 -12.392950 -2.712394  -0.3026
O13 39.772369 -16.203483 0.198375  0.0354
N1 40.041416 -14.769005 -5.157448  -0.4161
N2 39.807529 -15.342557 1.098403  -0.3956
C1 38.038147 -19.672820 -10.423139  -0.0880
C2 41.289134 -15.012906 -10.315319  -0.1454
C3 45.713290 -12.194402 -6.624928  -0.0651
C4 45.575448 -11.769478 -5.141377  -0.2601
C5 40.784215 -8.523830 -2.719880  -0.2018
C6 39.488464 -15.908698 2.460325  0.0336
C7 35.682926 -17.801596 -9.350399  -0.2780
C8 38.781310 -15.596891 -5.286023  0.0475
C9 42.662558 -20.625742 -3.395953  -0.1899
C10 46.159211 -11.067921 -2.154063  -0.0831
C11 34.930616 -17.442229 -8.082176  -0.0683
H1 39.289036 -15.177998 3.244172  0.0953
H2 34.959692 -16.399277 -7.766734  0.0750
H3 45.526917 -11.945704 -2.020611  0.0620
H4 37.787425 -18.634697 -10.641158  0.0417
H5 41.982547 -7.089847 -2.387361  0.0776
H6 46.489104 -11.658634 -7.171883  0.0806
H7 41.372399 -16.113037 -11.942971  0.0651
H8 41.913218 -21.223865 -2.877465  0.0782
H9 36.732325 -17.506877 -9.352661  0.1005
H10 45.650782 -10.682341 -5.164945  0.1063
H11 39.044461 -19.806428 -10.026169  0.0670
H12 41.879609 -14.148858 -10.620050  0.0691
H13 40.231216 -14.859964 -10.528669  0.0720
H14 46.539339 -10.734929 -1.188290  0.0604
H15 35.266922 -17.331448 -10.241466  0.1263
H16 42.627369 -20.992085 -4.421949  0.0740
H17 35.360117 -17.983161 -7.238955  0.0724
H18 38.704482 -16.650286 2.306967  0.0937
H19 41.493283 -15.013281 -9.244608  0.0726
H20 38.920090 -16.406462 -6.002558  0.0948
H21 38.547988 -16.099978 -4.347642  0.0984
H22 45.782434 -13.282018 -6.644640  0.0803
H23 38.018438 -14.870824 -5.567014  0.0905
H24 40.104933 -7.941366 -3.342294  0.0715
H25 40.336513 -16.526763 2.755105  0.0971
H26 44.494209 -20.186937 -3.480532  0.0767
H27 42.375520 -19.575469 -3.344621  0.0762
H28 39.998319 -9.042352 -2.170691  0.0810
H29 33.867962 -17.684066 -8.062589  0.0825
H30 44.572349 -11.959161 -4.759390  0.1189
H31 41.403948 -9.158263 -3.353522  0.0774
H32 45.696886 -10.184226 -2.593878  0.0514
H33 44.827243 -11.889340 -7.181657  0.0719
H34 37.819362 -20.363839 -11.237229  0.0650

Cartesian forces, eV/Å:
1.608 -0.033 -3.583
0.367 1.594 1.514
0.643 0.572 0.542
-0.826 -3.432 0.277
-0.931 -1.949 0.750
-0.864 -0.598 0.083
-0.561 2.200 1.726
-0.066 0.238 1.133
-0.297 -1.489 0.192
-0.002 0.856 1.398
0.672 -0.519 0.542
-0.053 -2.473 -0.469
-1.667 1.234 -0.240
-1.786 0.664 -1.507
0.208 2.151 1.336
1.742 -0.888 0.043
0.384 0.846 -0.897
-0.942 -0.255 1.417
0.485 0.197 -1.035
-0.962 0.223 0.497
0.616 0.580 -2.301
-1.674 -0.137 -0.613
0.249 -0.537 -0.022
0.169 0.714 1.085
-0.188 0.642 0.037
-0.751 0.386 -0.707
1.149 -0.215 -1.186
0.033 0.605 1.026
-0.064 0.175 -0.575
0.291 0.260 -0.462
-0.106 0.252 -0.175
0.469 -0.163 -0.289
0.128 0.122 0.175
0.535 -0.424 0.507
0.005 0.118 0.035
0.469 -0.025 0.551
0.010 0.330 0.488
0.578 0.061 0.598
-0.042 0.171 -0.223
-0.241 0.289 -0.417
-0.015 0.238 0.320
0.610 -0.352 -0.234
-0.320 -0.559 -0.157
-0.104 0.193 -0.296
0.162 -0.149 -0.104
-0.245 0.484 0.004
-0.181 -1.082 -0.025
0.270 0.430 -0.212
0.248 0.448 0.179
0.281 0.119 -0.393
-0.086 -0.397 -0.008
0.356 0.490 -0.641
0.285 0.314 -0.139
0.243 -0.050 0.152
-0.534 0.022 -0.241
0.682 -0.749 0.396
0.053 -0.289 -0.610
0.385 -0.822 0.523
-0.127 -0.303 0.137
-0.352 -0.396 -0.184
-0.410 -0.206 0.199
0.008 0.273 0.083

DFT (ωB97M-V/def2-TZVPD) results for a molecular structure, C3H13NO4 at a distorted geometry.

Calculated values
energy above the lowest of the compared OMol25 structures with the same formula, charge and spin = 7.396 eV
max |F| = 4.33 eV Å⁻¹
orbital gap (alpha / beta) = 4.830 / 4.545 eV
highest occupied orbital energy (alpha / beta) = -13.3 / -13.0 eV
molecular weight = 127.1 g mol⁻¹
net charge = +1
spin multiplicity = 2

Last column: Löwdin charge in e.
Element x y z (Å)
O1 -0.347381 -1.313591 1.499791  0.0281
O2 1.090294 -1.747727 -1.434959  -0.0568
O3 -1.258964 -2.386342 -0.482505  -0.0844
O4 2.024372 0.958765 -0.153407  0.0864
N1 -0.325186 0.732843 -1.971890  0.2544
C1 1.847064 1.804914 0.854661  -0.2768
C2 0.725495 1.905399 1.610195  -0.0270
C3 -1.230457 0.842326 -0.863655  -0.0843
H1 0.582068 0.393763 -1.565671  0.0900
H2 0.596453 2.780333 2.322164  0.0852
H3 0.033839 1.034692 1.952400  0.0727
H4 -0.243849 -1.686602 2.406878  0.1095
H5 2.626355 2.656995 1.049905  0.1827
H6 0.159711 -2.113848 -1.072711  0.0376
H7 1.377761 -1.268764 -0.678043  -0.0202
H8 -0.732561 0.390393 0.068148  0.0767
H9 -0.632661 -0.111432 -2.465859  0.1402
H10 -0.924374 -1.878809 0.572640  0.0279
H11 -1.520847 1.898102 -0.599477  0.1400
H12 -1.638325 -3.207355 -0.077174  0.1032
H13 -2.208808 0.315943 -0.971431  0.1149

Cartesian forces, eV/Å:
0.255 0.242 0.324
-3.142 -0.540 -0.082
-0.155 -0.086 3.191
0.374 0.331 1.218
-0.346 -3.475 2.557
-0.539 1.624 0.373
-0.506 -0.701 2.388
-1.510 0.647 1.491
0.593 1.379 -1.129
0.650 -1.196 -1.081
1.125 1.516 -1.499
-0.208 -0.271 -0.702
-1.030 -1.564 -1.127
2.449 0.365 -1.284
1.110 0.470 1.204
-0.332 0.990 -1.170
0.063 0.600 -1.517
-0.709 -0.437 -1.495
0.715 -0.686 -0.117
0.282 0.463 -0.932
0.860 0.332 -0.611

DFT (ωB97M-V/def2-TZVPD) results for a molecular structure, C4H8CsO2S.

Calculated values
energy above the lowest of the compared OMol25 structures with the same formula, charge and spin = 0.194 eV
max |F| = 0.65 eV Å⁻¹
orbital gap = 10.170 eV
highest occupied orbital energy = -13.7 eV
molecular weight = 253.1 g mol⁻¹
net charge = +1
spin multiplicity = 1

Last column: Löwdin charge in e.
Element x y z (Å)
Cs1 -2.827332 3.519431 -0.868358  1.0677
S1 -1.254789 -0.324441 0.275500  0.6710
O1 -2.145208 -1.401986 0.562298  -0.2856
O2 -1.792541 1.027290 0.133390  -0.5469
C1 1.273046 0.262689 0.638815  -0.1978
C2 0.116961 -0.324551 1.417174  -0.2210
C3 1.126507 -0.079685 -0.872621  -0.1909
C4 -0.229058 -0.707964 -1.144211  -0.2196
H1 -0.136086 0.162148 2.355550  0.1181
H2 1.198356 0.841718 -1.451709  0.1106
H3 -0.236595 -1.798388 -1.151593  0.1141
H4 1.919274 -0.720973 -1.250918  0.1191
H5 2.235139 -0.049382 1.037921  0.1205
H6 -0.730017 -0.363230 -2.045663  0.1096
H7 1.257652 1.350418 0.738729  0.1122
H8 0.224692 -1.393094 1.625694  0.1188

Cartesian forces, eV/Å:
-0.042 -0.084 0.074
0.552 -0.027 -0.018
-0.551 -0.050 0.045
0.083 0.151 -0.091
0.279 0.534 -0.164
-0.232 -0.535 0.047
0.143 0.351 -0.271
-0.536 -0.302 0.210
-0.087 0.192 -0.103
0.088 -0.008 0.056
0.194 0.008 -0.059
0.012 -0.108 0.195
-0.052 -0.184 0.006
-0.006 0.055 0.000
-0.037 -0.062 0.076
0.193 0.069 -0.003

DFT (ωB97M-V/def2-TZVPD) results for a single C5H11N molecule at a distorted geometry.

Calculated values
energy above the lowest of the compared OMol25 structures with the same formula, charge and spin = 2.356 eV
max |F| = 5.58 eV Å⁻¹
orbital gap = 9.890 eV
highest occupied orbital energy = -8.9 eV
molecular weight = 85.1 g mol⁻¹
spin multiplicity = 1
SMILES = C=C(C)CCN

Last column: Löwdin charge in e.
Element x y z (Å)
N1 2.324405 -0.847840 0.469675  -0.0248
C1 0.956318 -1.153075 0.333077  -0.2695
C2 -1.007506 0.445304 -0.197594  -0.3625
C3 -0.270156 1.643072 -0.930301  -0.0668
C4 -0.192994 -0.168246 1.021790  -0.0986
C5 -2.198857 0.010076 -0.567746  0.0055
H1 2.479936 0.106058 0.686663  0.0446
H2 2.874019 -0.905632 -0.366153  0.0636
H3 -2.770638 -0.787605 0.085608  0.1009
H4 -1.013793 2.466384 -1.154593  0.0779
H5 -0.893077 -0.593647 1.786772  0.1039
H6 0.607304 2.090055 -0.471466  0.0562
H7 -2.860345 0.287400 -1.261499  0.0009
H8 -0.209839 1.274806 -2.023955  0.0963
H9 0.838088 -2.163068 0.723148  0.0905
H10 0.751276 -1.244848 -0.733989  0.0970
H11 0.205395 0.742190 1.486379  0.0850

Cartesian forces, eV/Å:
1.981 1.002 0.949
-2.546 -0.331 0.254
1.516 0.966 1.009
-2.885 -1.074 -2.277
-0.091 0.374 -2.196
0.256 -3.183 4.580
-0.063 1.086 0.797
-0.154 -0.703 -0.659
1.650 1.281 -1.070
0.643 -0.646 0.896
0.834 -0.265 -0.947
0.138 -0.507 -0.173
-1.739 1.779 -3.120
1.089 0.545 1.632
-0.534 -0.048 0.224
-0.688 0.182 -0.026
0.594 -0.457 0.128